Record 1
C38H40CoN3O5P2S3 as an isolated structure. Source: the Open Molecules 2025 dataset; level of theory: ωB97M-V with the def2-TZVPD basis set.

The geometry in XYZ format:
```
92
Properties=species:S:1:pos:R:3
Co -0.51 0.34 -0.09
O -5.49 -4.55 -0.11
C -5.64 -3.36 0.25
O -6.63 -2.73 0.67
C -4.37 -2.53 0.18
C -3.14 -3.11 0.48
C -1.99 -2.36 0.47
N -1.99 -1.04 0.15
C -3.18 -0.48 -0.15
C -4.37 -1.18 -0.14
C -3.12 0.97 -0.39
O -4.06 1.63 -0.73
O -1.92 1.46 -0.09
H -3.10 -4.17 0.71
H -1.06 -2.81 0.71
H -5.29 -0.65 -0.36
C -1.68 -0.52 3.15
P -0.58 0.51 2.18
C 1.08 0.11 2.86
N 1.21 -0.01 4.16
C 2.47 -0.15 4.64
C 2.67 -0.28 6.04
C 3.93 -0.41 6.52
C 5.06 -0.40 5.64
C 4.89 -0.25 4.30
C 3.58 -0.13 3.77
N 3.41 -0.04 2.42
C 2.19 0.03 1.98
P 1.84 -0.02 0.16
C 3.09 1.09 -0.50
C 2.41 -1.74 -0.29
C 2.10 -1.98 -1.77
C 3.90 -1.97 -0.03
C 1.59 -2.68 0.57
C -0.82 2.29 2.73
C -0.01 3.16 1.76
C -0.34 2.52 4.16
C -2.31 2.65 2.66
H -1.49 -0.32 4.20
H -1.47 -1.57 2.93
H -2.72 -0.32 2.89
H 1.80 -0.28 6.69
H 4.09 -0.52 7.59
H 6.05 -0.51 6.05
H 5.73 -0.24 3.62
H 4.04 0.81 -0.04
H 2.84 2.12 -0.25
H 3.14 1.00 -1.59
H 2.69 -1.33 -2.41
H 1.05 -1.83 -2.01
H 2.36 -3.02 -2.01
H 4.51 -1.50 -0.81
H 4.09 -3.05 -0.08
H 4.24 -1.60 0.93
H 0.55 -2.40 0.52
H 1.90 -2.66 1.62
H 1.69 -3.71 0.21
H 1.06 2.92 1.81
H -0.12 4.21 2.03
H -0.35 3.05 0.73
H 0.74 2.40 4.28
H -0.83 1.86 4.88
H -0.59 3.55 4.43
H -2.72 2.55 1.66
H -2.42 3.69 2.96
H -2.91 2.04 3.34
O -0.12 0.51 -1.84
C -0.56 0.61 -3.20
C -0.90 -0.79 -3.73
C -0.43 -1.36 -4.88
C -0.95 -2.67 -5.10
C -1.81 -3.06 -4.11
S -1.98 -1.84 -2.93
C -1.76 1.53 -3.39
C -2.88 1.30 -4.13
C -3.73 2.45 -4.23
C -3.21 3.52 -3.57
S -1.72 3.15 -2.83
C 0.60 1.17 -4.01
C 0.55 2.09 -5.01
C 1.82 2.34 -5.62
C 2.81 1.59 -5.06
S 2.21 0.59 -3.82
H 0.26 -0.87 -5.55
H -0.70 -3.29 -5.95
H -2.36 -3.99 -4.01
H -3.09 0.35 -4.60
H -4.67 2.46 -4.76
H -3.65 4.51 -3.46
H -0.37 2.58 -5.32
H 1.98 3.04 -6.43
H 3.87 1.58 -5.30
```

Output
E = -5272.5341 hartree
Gap between HOMO and LUMO (spin up / spin down) = 5.7 / 5.8 eV
E_HOMO (spin up / spin down) = -7.58 / -7.58 eV
Lowest unoccupied orbital energy (spin up / spin down) = -1.844 / -1.801 eV
Maximum force = 1.11 eV/A
Relative energy (zero: lowest compared OMol25 entry of this formula, charge and spin) = 78.4 kJ/mol
Spin multiplicity = 1
Charge = 0

Record 2
A 2-piece molecular cluster, C6H15N2O3S overall. Source: the Open Molecules 2025 dataset; level of theory: ωB97M-V with the def2-TZVPD basis set.

The geometry in XYZ format:
```
27
Properties=species:S:1:pos:R:3
C -0.93 1.95 -0.89
C -1.67 3.29 -1.09
C -3.23 3.24 -0.92
N -1.16 4.47 -1.35
N 0.21 4.52 -1.53
H 0.17 2.01 -0.90
H -1.29 1.21 -1.65
H -1.25 1.54 0.10
H -3.75 3.21 -1.91
H -3.62 4.07 -0.30
H -3.48 2.28 -0.41
H 0.69 4.14 -0.70
O -0.56 -3.07 0.02
S 0.16 -2.13 0.85
O 0.40 -0.78 0.42
O 1.56 -2.79 1.29
C 2.43 -3.28 0.27
C 3.15 -2.16 -0.45
C -0.59 -2.08 2.45
H 1.87 -3.91 -0.44
H 3.15 -3.93 0.76
H 2.46 -1.54 -1.02
H 3.89 -2.56 -1.14
H 3.65 -1.50 0.27
H -0.74 -3.10 2.80
H -1.55 -1.57 2.35
H 0.06 -1.53 3.12
```

Output
E = -970.9257 hartree
Gap between HOMO and LUMO = 3.1 eV
E_HOMO = -0.77 eV
Lowest unoccupied orbital energy = 2.303 eV
Maximum force = 2.46 eV/A
Spin multiplicity = 1
Charge = -1

Record 3
A 2-piece molecular cluster, C5H7N overall. Source: the Open Molecules 2025 dataset; level of theory: ωB97M-V with the def2-TZVPD basis set.

The geometry in XYZ format:
```
13
Properties=species:S:1:pos:R:3
C 0.32 -1.73 -0.13
C 1.55 -1.25 -0.02
C 1.86 -0.09 0.77
N 2.11 0.85 1.40
H 0.11 -2.60 -0.74
H -0.52 -1.26 0.37
H 2.39 -1.71 -0.53
C -1.77 1.03 0.21
C -0.86 1.57 -0.60
H -2.71 0.64 -0.16
H -1.60 0.96 1.28
H 0.08 1.95 -0.22
H -1.03 1.64 -1.68
```

Output
E = -249.3995 hartree
Gap between HOMO and LUMO = 10.6 eV
E_HOMO = -10.16 eV
Lowest unoccupied orbital energy = 0.453 eV
SMILES string = C=CC#N.C=C
Maximum force = 1.14 eV/A
Relative energy (zero: lowest compared OMol25 entry of this formula, charge and spin) = 193.7 kJ/mol
Spin multiplicity = 1
Charge = 0

Record 4
C44H39As2KP as an isolated structure. Source: the Open Molecules 2025 dataset; level of theory: ωB97M-V with the def2-TZVPD basis set.

The geometry in XYZ format:
```
87
Properties=species:S:1:pos:R:3
K 1.43 -2.49 0.61
C 1.39 -1.32 8.24
C 2.34 -2.14 7.65
C 2.26 -2.44 6.30
C 1.21 -1.92 5.53
C 0.27 -1.10 6.12
C 0.36 -0.80 7.48
As 1.15 -2.42 3.66
C 0.28 -4.15 3.78
C -0.77 -4.40 4.65
C -1.37 -5.65 4.69
C -0.92 -6.66 3.85
C 0.14 -6.43 2.99
C 0.74 -5.18 2.96
C -0.33 -1.31 3.02
C -0.05 0.05 2.83
C -1.03 0.91 2.36
C -2.29 0.43 2.07
C -2.57 -0.92 2.23
C -1.59 -1.79 2.70
H 1.46 -1.09 9.29
H 3.15 -2.55 8.24
H 3.01 -3.08 5.84
H -0.55 -0.68 5.54
H -0.38 -0.15 7.93
H -1.12 -3.62 5.32
H -2.18 -5.84 5.38
H -1.39 -7.64 3.89
H 0.51 -7.22 2.35
H 1.60 -5.03 2.31
H 0.94 0.44 3.07
H -0.80 1.96 2.23
H -3.06 1.10 1.70
H -3.55 -1.31 1.99
H -1.83 -2.84 2.83
C 1.36 1.73 -1.25
C 1.21 2.40 -2.60
As 0.49 4.24 -2.38
C -1.24 3.62 -1.68
C -1.57 3.92 -0.37
C -2.75 3.46 0.19
C -3.61 2.68 -0.57
C -3.29 2.38 -1.88
C -2.11 2.84 -2.44
C -0.08 4.55 -4.22
C -1.05 5.52 -4.46
C -1.46 5.80 -5.75
C -0.90 5.14 -6.82
C 0.08 4.18 -6.60
C 0.49 3.89 -5.31
P 1.48 -0.09 -1.28
C -0.14 -0.55 -1.99
C -0.52 -0.64 -3.33
C -1.82 -0.99 -3.68
C -2.77 -1.23 -2.69
C -2.41 -1.11 -1.36
C -1.11 -0.78 -1.02
C 2.88 -0.41 -2.41
C 4.11 -0.12 -1.82
C 5.30 -0.27 -2.51
C 5.28 -0.75 -3.82
C 4.07 -1.07 -4.41
C 2.88 -0.90 -3.71
H 0.48 1.91 -0.62
H 2.22 2.12 -0.69
H 0.50 1.84 -3.23
H 2.17 2.44 -3.12
H -0.90 4.54 0.23
H -3.01 3.72 1.21
H -4.55 2.34 -0.14
H -3.97 1.78 -2.48
H -1.88 2.61 -3.47
H -1.50 6.05 -3.62
H -2.23 6.55 -5.91
H -1.22 5.37 -7.83
H 0.53 3.66 -7.44
H 1.26 3.14 -5.16
H 0.17 -0.41 -4.13
H -2.09 -1.05 -4.72
H -3.78 -1.49 -2.97
H -3.15 -1.28 -0.58
H -0.86 -0.69 0.04
H 4.15 0.25 -0.80
H 6.24 -0.02 -2.04
H 6.20 -0.88 -4.36
H 4.04 -1.46 -5.42
H 1.96 -1.17 -4.21
```

Output
E = -7112.7297 hartree
Gap between HOMO and LUMO = 7.8 eV
E_HOMO = -10.33 eV
Lowest unoccupied orbital energy = -2.550 eV
Maximum force = 0.41 eV/A
Relative energy (zero: lowest compared OMol25 entry of this formula, charge and spin) = 0.0 kJ/mol
Spin multiplicity = 1
Charge = +1

Record 5
C35H32N4O3SbZn as an isolated structure. Source: the Open Molecules 2025 dataset; level of theory: ωB97M-V with the def2-TZVPD basis set.

The geometry in XYZ format:
```
76
Properties=species:S:1:pos:R:3
Zn -2.29 -1.90 -0.68
O 1.18 -4.33 2.39
C 0.85 -3.33 3.27
C 1.42 -3.46 4.60
C 0.89 -2.58 5.52
C 0.09 -1.49 5.16
C -0.33 -1.29 3.91
C -0.06 -2.29 2.91
C -0.63 -2.16 1.50
O -1.73 -1.56 1.31
N -0.01 -2.91 0.56
N -0.44 -2.58 -0.65
C 0.10 -3.19 -1.84
C -0.48 -2.39 -3.08
C 0.15 -2.11 -4.29
C -0.47 -1.22 -5.16
C -1.77 -0.73 -4.90
C -2.43 -1.22 -3.80
N -1.75 -1.99 -2.90
H 0.84 -3.95 1.51
H 2.09 -4.23 4.93
H 1.19 -2.58 6.58
H -0.17 -0.76 5.90
H -0.76 -0.38 3.57
H 1.19 -3.02 -1.92
H 1.12 -2.55 -4.57
H 0.10 -0.89 -6.03
H -2.22 0.11 -5.47
H -3.44 -1.00 -3.51
N -4.95 -0.09 -0.89
C -3.88 -0.51 -0.61
H -5.95 -0.23 -1.08
C -0.93 6.64 -1.87
C -1.60 6.36 -0.64
C -1.52 5.12 -0.08
C -0.74 4.16 -0.66
C -0.17 4.34 -1.93
C -0.27 5.63 -2.50
Sb -0.53 2.11 0.17
C 1.58 2.15 -0.25
C 2.12 0.92 -0.64
C 3.45 0.91 -1.03
C 4.22 2.09 -0.99
C 3.66 3.32 -0.54
C 2.27 3.33 -0.23
C -0.14 2.58 2.23
C -1.29 2.98 2.94
C -1.34 3.02 4.33
C -0.16 2.59 5.03
C 0.99 2.30 4.31
C 1.01 2.37 2.97
H -0.96 7.67 -2.24
H -2.09 7.22 -0.08
H -2.06 4.88 0.84
H 0.32 3.51 -2.43
H 0.24 5.88 -3.43
H 1.43 0.06 -0.61
H 3.86 0.00 -1.48
H 5.18 2.06 -1.50
H 4.30 4.17 -0.45
H 1.82 4.28 -0.03
H -2.22 3.24 2.44
H -2.27 3.27 4.81
H -0.06 2.56 6.13
H 1.88 2.01 4.80
H 2.00 2.33 2.49
C 1.58 -5.59 -3.17
O 0.67 -5.59 -2.06
C -0.22 -4.65 -1.89
C -1.49 -5.10 -1.35
H 1.12 -5.07 -4.04
H 1.78 -6.60 -3.48
H 2.54 -5.13 -2.80
H -1.83 -6.11 -1.70
H -2.24 -4.29 -1.40
H -1.33 -5.10 -0.25
```

Output
E = -3816.9767 hartree
Gap between HOMO and LUMO (spin up / spin down) = 3.0 / 2.9 eV
E_HOMO (spin up / spin down) = -0.82 / -0.80 eV
Lowest unoccupied orbital energy (spin up / spin down) = 2.133 / 2.135 eV
Maximum force = 4.46 eV/A
Relative energy (zero: lowest compared OMol25 entry of this formula, charge and spin) = 422.9 kJ/mol
Spin multiplicity = 1
Charge = -1

Record 6
A 9-piece molecular cluster, C21H63N9O12 overall. Source: the Open Molecules 2025 dataset; level of theory: ωB97M-V with the def2-TZVPD basis set.

The geometry in XYZ format:
```
105
Properties=species:S:1:pos:R:3
C -0.87 -29.32 -14.50
O -0.42 -28.58 -15.56
C 0.60 -27.59 -15.34
C 0.42 -26.41 -16.36
N 0.60 -26.76 -17.77
C 2.03 -26.80 -18.07
C 2.22 -27.30 -19.48
O 1.43 -28.47 -19.52
C 1.25 -28.92 -20.87
H -0.18 -30.09 -14.15
H -1.83 -29.75 -14.77
H -1.02 -28.75 -13.58
H 1.50 -28.20 -15.44
H 0.60 -27.07 -14.38
H 0.95 -25.50 -16.09
H -0.64 -26.14 -16.31
H 0.25 -27.68 -17.98
H 2.64 -27.44 -17.44
H 2.56 -25.86 -17.95
H 3.25 -27.46 -19.79
H 1.76 -26.59 -20.18
H 2.03 -28.98 -21.62
H 0.44 -28.26 -21.17
H 0.81 -29.88 -20.59
C 7.19 -27.25 -6.92
O 7.06 -28.69 -7.11
C 5.91 -29.31 -6.54
C 6.04 -30.88 -6.56
N 6.09 -31.45 -5.17
C 6.38 -32.92 -5.34
C 5.44 -33.72 -6.26
O 5.86 -33.73 -7.68
C 5.42 -34.90 -8.39
H 7.31 -27.02 -5.86
H 6.29 -26.70 -7.20
H 7.99 -26.83 -7.52
H 5.03 -29.12 -7.15
H 5.63 -28.89 -5.57
H 6.79 -31.24 -7.27
H 5.07 -31.15 -6.98
H 6.87 -31.07 -4.66
H 6.00 -33.30 -4.40
H 7.41 -33.21 -5.53
H 4.40 -33.38 -6.26
H 5.47 -34.74 -5.86
H 5.80 -34.95 -9.41
H 4.34 -34.96 -8.55
H 5.66 -35.84 -7.89
C 12.63 -32.69 -7.73
O 11.78 -32.28 -8.73
C 11.98 -30.90 -9.11
C 11.26 -30.64 -10.44
N 12.05 -30.99 -11.69
C 11.44 -30.47 -12.92
C 10.19 -31.32 -13.44
O 9.04 -31.28 -12.66
C 7.93 -32.13 -13.04
H 13.64 -32.31 -7.90
H 12.60 -33.78 -7.71
H 12.28 -32.29 -6.78
H 13.02 -30.56 -9.14
H 11.60 -30.27 -8.30
H 11.14 -29.56 -10.45
H 10.29 -31.11 -10.61
H 12.25 -31.95 -11.94
H 12.30 -30.36 -13.59
H 11.30 -29.40 -12.77
H 10.59 -32.32 -13.62
H 10.02 -30.94 -14.44
H 7.22 -31.66 -13.73
H 7.37 -32.15 -12.11
H 8.25 -33.14 -13.32
N 6.64 -26.46 -12.76
C 7.15 -25.38 -13.39
N 6.99 -24.30 -12.70
O 7.66 -25.34 -14.46
H 6.74 -27.39 -13.13
H 6.12 -26.31 -11.91
H 7.30 -23.44 -13.13
H 6.40 -24.38 -11.88
N 14.32 -23.29 -14.34
C 13.90 -22.47 -13.40
N 12.87 -21.84 -13.84
O 14.35 -22.35 -12.30
H 14.01 -23.32 -15.30
H 15.05 -23.88 -13.97
H 12.32 -21.33 -13.17
H 12.42 -22.01 -14.72
N 7.07 -17.99 -6.98
C 8.15 -18.06 -7.76
N 9.14 -17.49 -7.22
O 8.09 -18.54 -8.82
H 7.29 -17.79 -6.02
H 6.32 -18.59 -7.30
H 9.10 -17.11 -6.28
H 10.02 -17.72 -7.66
O 7.44 -19.24 -14.48
H 7.41 -19.21 -13.52
H 7.99 -18.49 -14.72
O 2.83 -21.91 -9.62
H 2.30 -21.96 -8.83
H 2.20 -21.76 -10.32
O 11.73 -24.84 -18.68
H 11.50 -24.29 -19.43
H 11.00 -24.75 -18.07
```

Output
E = -2233.3801 hartree
Gap between HOMO and LUMO = 8.4 eV
E_HOMO = -8.16 eV
Lowest unoccupied orbital energy = 0.232 eV
SMILES string = COCCNCCOC.COCCNCCOC.COCCNCCOC.NC(N)=O.NC(N)=O.NC(N)=O.O.O.O
Maximum force = 6.66 eV/A
Relative energy (zero: lowest compared OMol25 entry of this formula, charge and spin) = 695.6 kJ/mol
Spin multiplicity = 1
Charge = 0

Record 7
A 5-piece molecular cluster, C20H30O15 overall. Source: the Open Molecules 2025 dataset; level of theory: ωB97M-V with the def2-TZVPD basis set.

The geometry in XYZ format:
```
65
Properties=species:S:1:pos:R:3
C 4.09 -3.89 1.68
C 3.38 -3.81 0.31
C 1.93 -3.57 0.25
O 1.81 -2.51 -0.73
C 3.06 -2.11 -1.19
O 3.27 -1.19 -1.95
O 3.92 -2.79 -0.65
H 5.02 -4.44 1.48
H 3.51 -4.32 2.49
H 4.47 -2.91 1.97
H 3.44 -4.75 -0.24
H 1.60 -3.28 1.25
H 1.28 -4.40 0.00
C -3.93 1.00 -6.39
C -2.64 1.16 -5.61
C -1.83 2.40 -5.98
O -2.00 3.15 -4.90
C -2.35 2.43 -3.83
O -2.19 2.72 -2.61
O -2.90 1.27 -4.24
H -4.67 0.51 -5.74
H -3.70 0.50 -7.33
H -4.40 1.96 -6.60
H -2.00 0.29 -5.80
H -2.19 2.93 -6.86
H -0.76 2.18 -6.00
C -2.64 0.71 4.10
C -2.10 1.38 2.81
C -1.86 2.85 3.03
O -0.57 3.03 2.67
C 0.05 1.91 2.37
O 1.18 1.87 1.96
O -0.80 0.84 2.57
H -1.94 0.78 4.93
H -3.03 -0.31 4.21
H -3.62 1.16 4.26
H -2.67 1.15 1.90
H -2.04 3.28 4.01
H -2.55 3.47 2.46
C 1.79 7.28 -2.64
C 3.05 6.59 -2.25
C 3.13 5.14 -2.62
O 4.29 5.03 -3.45
C 4.80 6.27 -3.60
O 5.67 6.44 -4.40
O 4.15 7.19 -2.97
H 1.59 7.37 -3.71
H 1.75 8.30 -2.25
H 0.96 6.67 -2.27
H 3.55 6.75 -1.29
H 2.23 4.70 -3.06
H 3.33 4.68 -1.66
C -3.28 -6.65 4.71
C -1.95 -6.07 4.33
C -1.14 -5.55 5.51
O -0.19 -6.57 5.54
C -0.22 -7.35 4.45
O 0.73 -8.04 4.11
O -1.34 -7.13 3.74
H -3.12 -7.29 5.58
H -3.74 -7.18 3.88
H -4.03 -5.88 4.92
H -2.12 -5.29 3.58
H -1.64 -5.53 6.48
H -0.89 -4.52 5.25
```

Output
E = -1908.6202 hartree
Gap between HOMO and LUMO = 10.2 eV
E_HOMO = -10.22 eV
Lowest unoccupied orbital energy = -0.005 eV
SMILES string = C[C@H]1COC(=O)O1.C[C@H]1COC(=O)O1.C[C@H]1COC(=O)O1.C[C@H]1COC(=O)O1.C[C@H]1COC(=O)O1
Maximum force = 7.94 eV/A
Relative energy (zero: lowest compared OMol25 entry of this formula, charge and spin) = 438.9 kJ/mol
Spin multiplicity = 1
Charge = 0

Record 8
One molecule with the formula C4H7NO. Source: the Open Molecules 2025 dataset; level of theory: ωB97M-V with the def2-TZVPD basis set.

The geometry in XYZ format:
```
13
Properties=species:S:1:pos:R:3
C -1.08 1.48 -0.74
C -0.92 0.02 -0.41
O -1.60 -0.84 -0.93
N -0.04 -0.30 0.61
C 1.41 -0.24 0.68
C 0.67 -1.55 0.62
H -1.15 1.60 -1.82
H -2.02 1.82 -0.30
H -0.27 2.10 -0.34
H 1.81 0.10 1.63
H 1.98 0.07 -0.20
H 0.54 -2.15 1.52
H 0.68 -2.10 -0.32
```

Output
E = -286.5738 hartree
Gap between HOMO and LUMO = 10.7 eV
E_HOMO = -9.68 eV
Lowest unoccupied orbital energy = 0.974 eV
SMILES string = CC(=O)N1CC1
Maximum force = 0.39 eV/A
Relative energy (zero: lowest compared OMol25 entry of this formula, charge and spin) = 152.0 kJ/mol
Spin multiplicity = 1
Charge = 0